17
Properties=species:S:1:pos:R:3:forces:R:3 method="wB97M-V/def2-TZVPD" charge=+3 relative_energy_kcal_mol=17.4 s_squared=0.751 total_energy_ha=-539.76349 homo_ha="-0.6802 / -0.8071" multiplicity=2 lumo_ev="-14.28 / -14.16"
O 3.4161 0.6093 0.5543 -1.42 0.14 0.46
C 2.2108 0.7017 0.7505 2.34 0.22 -1.36
O 1.5558 0.3663 1.7595 -1.74 -1.30 1.64
O 1.4894 1.1435 -0.3643 -1.50 0.07 -0.45
C 0.1681 1.3252 -0.2918 1.48 -1.21 1.97
C -0.6813 1.0165 -1.3204 -1.48 -0.65 -1.31
Li 4.8967 -0.0186 1.4152 0.63 0.16 -0.18
H -0.2169 1.5850 0.6994 0.10 0.27 -0.28
H -0.2580 0.9264 -2.3229 -0.18 -0.26 0.13
H -1.6610 1.4987 -1.2287 0.18 -0.25 -0.18
Y 0.3449 -1.1134 2.9239 -0.56 0.51 -0.88
C -1.4363 -1.2052 -1.0350 1.91 0.35 -1.33
C -2.2875 -1.3444 0.1236 -0.62 2.27 2.36
O -1.8389 -1.4913 1.2690 0.85 -0.16 -0.42
H -0.4372 -1.6397 -0.9462 -0.21 0.18 -0.17
H -3.3370 -1.0183 0.0159 -0.03 -0.88 0.00
H -1.9280 -1.3417 -2.0021 0.26 0.54 0.00

12
Properties=species:S:1:pos:R:3:forces:R:3 method="wB97M-V/def2-TZVPD" charge=+1 relative_energy_kcal_mol=125.0 total_energy_ha=-248.41642 homo_ha=-0.5278 lumo_ev=-4.71
C -0.8720 1.1090 -0.6704 1.06 -2.72 3.22
C 0.3800 0.2277 0.2053 3.52 -1.02 -0.53
C -0.2848 1.3672 0.5908 -0.84 3.26 -0.17
C -0.8356 -0.2881 -0.1851 -1.25 2.03 -1.51
C 1.8740 0.0143 0.0378 -0.22 -1.76 2.23
N -1.7708 -0.9927 0.3339 -0.92 -3.65 2.13
H -1.0242 1.5506 -1.5772 -0.54 1.34 -2.14
H 2.3141 -0.3511 1.0654 -0.79 1.27 -1.63
H 2.3249 0.9552 -0.3157 -0.01 -0.67 0.21
H 2.0487 -0.8991 -0.5509 0.01 0.77 -0.42
H -1.4361 -1.5988 1.1871 -1.57 1.07 -2.46
H -2.7180 -1.0943 -0.1210 1.56 0.09 1.07

12
Properties=species:S:1:pos:R:3:forces:R:3 method="wB97M-V/def2-TZVPD" charge=+1 relative_energy_kcal_mol=188.4 total_energy_ha=-248.31548 homo_ha="-0.5351 / -0.5508" lumo_ev="-6.73 / -7.49"
C 3.2068 -0.0773 -0.2082 1.35 -0.08 -0.31
C 2.0676 0.0027 0.1128 -2.02 0.08 0.48
C -1.7409 -0.2004 -0.6786 -0.07 0.51 -0.10
C -1.0329 -1.0864 0.0875 0.57 -0.23 0.57
C -1.0159 0.9439 -0.0212 -0.41 1.20 -0.40
N -0.3417 -0.1170 0.7448 0.31 -0.84 -0.32
H 4.2461 -0.0975 -0.4412 0.06 -0.01 -0.05
H -2.5400 -0.2543 -1.3896 -0.15 -0.12 -0.20
H -0.9737 -2.1518 0.2107 0.05 -0.20 0.11
H -0.3460 1.5229 -0.6580 0.08 -0.11 0.08
H -1.6277 1.6149 0.5858 0.07 -0.11 0.00
H 0.0983 -0.0997 1.6552 0.15 -0.09 0.13

12
Properties=species:S:1:pos:R:3:forces:R:3 method="wB97M-V/def2-TZVPD" charge=+1 relative_energy_kcal_mol=204.3 total_energy_ha=-248.29011 homo_ha="-0.6019 / -0.5912" lumo_ev="-8.67 / -7.81"
C -1.1557 1.8093 0.1462 1.46 -3.27 1.44
C -1.7189 2.8257 -0.0496 -1.22 2.29 -0.55
C 0.6488 0.2428 -0.4855 0.13 -2.55 -1.02
C -0.4288 0.5680 0.4630 -1.27 2.99 -1.98
C 0.6231 -1.3317 -0.5222 -1.30 0.46 -2.54
N -0.7989 -0.1408 1.4159 -0.28 0.04 0.72
H 1.4969 0.6426 0.0153 1.29 0.05 0.60
H 0.7666 0.6391 -1.5464 -1.36 0.10 1.61
H 1.1515 -1.5880 -1.4399 -0.03 -0.41 0.15
H -0.4260 -1.8014 -0.5926 1.50 1.10 -0.02
H 1.1101 -1.7799 0.2757 1.01 -0.68 1.70
H -1.2686 -0.0857 2.3200 0.07 -0.12 -0.09

12
Properties=species:S:1:pos:R:3:forces:R:3 method="wB97M-V/def2-TZVPD" charge=+1 relative_energy_kcal_mol=83.1 total_energy_ha=-248.48334 homo_ha=-0.5490 lumo_ev=-7.50
C 0.7924 -0.1821 -0.0099 0.33 0.59 -0.18
C 2.1821 -0.0742 -0.0528 0.76 -0.27 2.56
C -1.4986 0.3936 0.0137 -0.32 -0.67 1.78
C -0.1138 0.8812 0.0515 -0.10 1.27 -1.05
C -1.2400 -1.1438 0.0232 1.60 1.75 -0.23
N 0.0261 -1.3241 -0.0206 0.09 -3.19 -0.02
H 2.9649 -0.9317 0.0751 -1.96 1.27 -0.88
H 2.6259 0.9090 0.2748 -0.59 -0.80 -1.15
H -2.2003 0.7762 0.8642 1.01 -0.29 -1.86
H -1.7092 0.8067 -0.9959 -0.92 -0.26 0.22
H 0.0622 1.8997 -0.2891 0.40 0.17 0.83
H -1.8916 -2.0104 0.0660 -0.31 0.44 -0.02

12
Properties=species:S:1:pos:R:3:forces:R:3 method="wB97M-V/def2-TZVPD" charge=+1 relative_energy_kcal_mol=160.7 smiles="C=C=C1[C@H]2[NH2+][C@@H]12" total_energy_ha=-248.35966 homo_ha=-0.5133 lumo_ev=-3.85
C -2.2657 -0.3205 0.1541 -3.95 -0.45 -0.27
C -1.4840 0.6774 0.1812 1.95 1.79 1.17
C -0.2104 0.8512 0.0524 0.70 -0.93 -0.52
C 1.1733 0.9401 -0.4436 -2.85 -2.25 1.84
N 1.6909 -0.0803 0.5187 1.89 -1.66 -1.07
C 0.4839 -0.3896 -0.3360 1.23 0.50 0.90
H -3.0269 -0.6979 0.8227 0.43 -0.07 0.41
H -2.4296 -0.4771 -0.8806 -0.79 -1.00 -1.17
H 1.7729 1.4523 -1.0802 1.62 1.50 -1.84
H 2.5619 -0.5780 0.1770 -1.04 0.83 0.69
H 1.6480 0.0025 1.5395 -0.27 0.31 -0.21
H 0.0858 -1.3802 -0.7053 1.09 1.43 0.06

12
Properties=species:S:1:pos:R:3:forces:R:3 method="wB97M-V/def2-TZVPD" charge=+1 relative_energy_kcal_mol=76.7 smiles="C=CC#[N+]C=C" total_energy_ha=-248.49352 homo_ha=-0.5522 lumo_ev=-5.25
C -1.5674 1.8901 -0.9070 1.11 3.53 0.70
C -0.4249 1.9417 -0.2327 -1.82 -0.40 -0.73
C 0.2236 0.7582 -0.0435 1.53 -3.01 0.48
N 0.7411 -0.2657 0.0771 -2.24 4.59 -0.85
C 1.3288 -1.4241 0.2369 5.02 -0.81 -0.15
C 0.7194 -2.3619 0.8901 -2.79 -3.67 0.45
H -2.1382 2.7413 -1.1900 -0.13 1.11 0.46
H -2.0419 1.0921 -1.2363 -1.35 -4.27 -1.63
H -0.1324 2.7328 0.3507 1.00 2.21 0.72
H 2.4821 -1.3813 -0.0319 -2.62 -0.51 0.45
H -0.4422 -2.3873 1.1320 2.80 0.39 -0.33
H 1.2520 -3.3361 0.9546 -0.52 0.84 0.41

12
Properties=species:S:1:pos:R:3:forces:R:3 method="wB97M-V/def2-TZVPD" charge=+1 relative_energy_kcal_mol=145.3 total_energy_ha=-248.38415 homo_ha="-0.4979 / -0.4726" lumo_ev="-5.50 / -6.13"
C 0.7275 1.2060 -0.0460 -0.86 0.42 3.31
C -0.7051 0.0510 1.1551 0.81 1.27 0.80
C -1.4552 -1.9540 -0.0530 1.43 0.39 0.63
C 1.3261 0.7679 -1.0405 2.42 -1.41 -5.40
C 0.2108 1.2249 1.2961 0.07 -0.98 0.97
N -0.9962 -0.8821 0.5133 -1.04 -3.04 -1.66
H -2.4218 -2.0521 -0.3613 -2.72 0.92 -0.96
H -1.0061 -2.9134 -0.1834 1.46 -0.09 0.65
H 2.1842 1.3917 -1.5436 -1.54 -0.98 1.09
H 1.1041 -0.1722 -1.7364 0.09 1.72 1.75
H 0.9129 0.7552 2.1098 -0.81 1.74 -1.41
H -0.4218 2.0693 1.5905 0.68 0.03 0.22